Record 1
The following is a quantum chemistry calculation of C36H27GeN6O9SW as an isolated structure at a distorted geometry, from the Open Molecules 2025 dataset.

The HOMO-LUMO gap (spin up / spin down) comes out at 5.26 / 5.26 eV. Its total charge is +1. The calculation puts the HOMO energy (spin up / spin down) at -10.79 / -10.79 eV. The molecular weight comes out at 976.16 g/mol.

Structure (XYZ):
```
81
Properties=species:S:1:pos:R:3:forces:R:3
W 0.226 -0.376 -0.200 3.6547 -1.6748 -3.5987
N -3.129 1.622 7.331 -0.0955 0.1618 0.3751
C -2.634 1.389 6.098 0.1661 -0.0748 -0.5043
C -3.378 1.720 4.950 0.1178 -0.0911 0.1096
C -2.914 1.382 3.702 0.1289 -0.0233 -0.2643
C -1.682 0.748 3.574 0.5976 -0.0697 -0.2769
C -0.892 0.478 4.688 -0.0387 0.0690 -0.0501
C -1.357 0.819 5.936 -0.0504 -0.0247 -0.0730
S -1.332 0.009 2.035 -3.6123 -1.3779 0.7760
O -2.166 0.534 0.964 -0.3215 0.5849 1.0509
O 0.079 0.368 1.537 1.1265 0.0733 2.0860
N -1.513 -1.522 2.231 0.6856 1.7626 1.4032
C -2.195 -2.183 1.272 -0.5231 -0.0294 -1.2660
N -2.083 -1.745 -0.012 -0.2599 -0.7705 0.7044
C -2.869 -2.342 -0.915 0.1462 0.3311 -0.0080
C -3.728 -3.369 -0.586 0.0798 -0.0058 0.1832
C -3.697 -3.789 0.741 -0.1539 0.0164 -0.4176
N -2.952 -3.203 1.651 0.2819 -0.0230 0.5878
H -4.083 1.912 7.452 0.0898 -0.0211 0.0201
H -2.637 1.288 8.140 -0.0736 0.0356 -0.0036
H -4.331 2.214 5.062 -0.1168 0.0162 -0.0323
H -3.485 1.579 2.808 -0.1885 0.0775 -0.0187
H 0.066 0.001 4.553 0.1292 -0.1075 0.1398
H -0.757 0.617 6.810 0.0971 -0.0605 0.0911
H -2.784 -1.971 -1.931 0.0187 -0.0794 -0.0314
H -4.359 -3.838 -1.321 -0.0477 -0.0314 -0.0892
H -4.301 -4.611 1.102 -0.0915 -0.1234 -0.1210
O -0.592 -3.507 -2.725 0.3291 0.4446 0.2097
C 0.009 -2.915 -1.869 0.0613 -0.8501 0.1181
O -0.156 -1.614 -1.611 -0.2465 -0.0699 -0.6780
C 1.032 -3.560 -0.968 -0.0743 0.5476 0.8200
C 1.752 -4.692 -1.308 0.1241 -0.1669 0.0963
C 2.705 -5.196 -0.422 -0.5284 0.9192 0.1536
C 3.007 -4.566 0.777 -0.0210 0.0141 0.0193
C 2.289 -3.434 1.125 -0.9304 -0.0824 -1.1705
C 1.246 -2.962 0.299 1.2359 -1.6684 -0.8416
O 0.465 -1.992 0.707 0.3501 0.9380 0.2828
N 2.581 -2.666 2.307 0.0041 0.8311 0.4533
O 2.197 -1.500 2.314 0.5806 -0.3760 0.3429
O 3.194 -3.193 3.195 0.2852 -0.3950 0.3630
N 3.436 -6.407 -0.787 -0.0310 0.0892 0.0076
O 3.171 -6.901 -1.853 -0.0665 -0.2783 -0.4788
O 4.242 -6.819 0.008 0.3833 -0.2138 0.3312
H 1.590 -5.193 -2.254 -0.0551 0.0419 0.0153
H 3.789 -4.945 1.422 -0.0585 0.0096 -0.0236
C 2.241 -0.167 -0.572 -4.0804 -0.2534 2.3673
Ge 1.581 1.476 -1.266 -0.5862 3.9929 -3.3123
C -0.007 2.427 -0.296 0.0231 -1.1162 -0.5208
C -1.340 2.240 -0.674 0.5108 -0.0877 -0.7164
C -2.350 3.005 -0.102 -0.0445 0.3854 0.1168
C -2.047 3.917 0.892 -0.3177 -0.2741 -0.3840
C -0.737 4.064 1.324 0.4842 -0.0540 -0.0947
C 0.274 3.334 0.728 0.3714 -0.0417 0.1381
C 0.566 0.717 -2.881 0.4258 -0.2620 0.2771
C -0.482 1.331 -3.571 0.0320 0.1862 0.2532
C -1.064 0.717 -4.668 0.0088 0.1170 -0.0172
C -0.569 -0.488 -5.138 0.0129 -0.0195 0.0501
C 0.559 -1.044 -4.556 0.2947 0.1129 0.0721
C 1.116 -0.448 -3.439 0.3059 0.3786 -0.1747
C 2.543 3.037 -2.123 0.2272 -0.7372 0.5071
C 3.705 2.792 -2.845 -0.0509 -0.3562 0.2183
C 4.331 3.820 -3.528 0.0219 0.0085 -0.0751
C 3.794 5.096 -3.502 -0.0147 -0.0160 -0.0005
C 2.628 5.341 -2.798 0.0528 0.0171 -0.0984
C 2.004 4.316 -2.108 -0.4138 -0.2624 0.4092
H 3.055 -0.124 0.153 0.0552 -0.4884 -0.1670
H -1.605 1.504 -1.447 0.0446 0.3844 0.3309
H -3.370 2.867 -0.426 -0.0929 -0.0381 -0.0045
H -2.832 4.511 1.332 -0.0858 0.0559 0.0715
H -0.504 4.763 2.112 0.0664 0.1020 0.0661
H 1.309 3.474 1.022 -0.0623 0.0787 0.2050
H -0.823 2.314 -3.271 -0.1714 -0.0660 0.0870
H -1.907 1.183 -5.155 -0.0493 0.0858 -0.0797
H -1.046 -0.982 -5.970 -0.0358 -0.0347 -0.1052
H 0.991 -1.947 -4.959 0.0280 -0.0777 -0.0349
H 2.001 -0.875 -2.965 -0.2278 -0.1430 -0.0721
H 4.106 1.788 -2.863 0.1867 -0.0173 -0.0963
H 5.236 3.632 -4.086 0.0645 -0.0837 -0.0151
H 4.281 5.899 -4.034 0.0522 0.0677 -0.0509
H 2.200 6.332 -2.792 -0.0646 0.0798 0.0490
H 1.096 4.510 -1.555 -0.0596 0.1020 0.0089
```
Forces are in eV/Å.


Record 2
The following is a quantum chemistry calculation of C36H27I2N7ORhS as an isolated structure, from the Open Molecules 2025 dataset.

The HOMO-LUMO gap (spin up / spin down) comes out at 6.85 / 5.18 eV. Its relative energy (zero: lowest compared OMol25 entry of this formula, charge and spin) is 36.9 kcal per mole. Its total charge is +1. The expectation value of S² is 6.112. The calculation puts the HOMO energy (spin up / spin down) at -10.10 / -10.13 eV. Its spin multiplicity is 5. The molecular weight comes out at 962.44 g/mol.

Structure (XYZ):
```
75
Properties=species:S:1:pos:R:3:forces:R:3
Rh 0.986 0.853 0.825 -0.0239 -0.4449 0.8589
I 0.232 -6.327 -1.496 0.0308 -0.0204 0.0181
C 1.239 -4.639 -0.860 0.0136 0.0273 0.0421
C 2.268 -4.114 -1.652 0.0162 -0.0401 -0.0855
C 2.911 -2.977 -1.246 -0.0384 0.0102 0.0303
I 4.488 -2.207 -2.328 0.0367 -0.0626 -0.0121
C 2.525 -2.274 -0.027 0.0146 0.1495 -0.1025
O 3.050 -1.184 0.264 0.2403 -0.2631 0.1920
C 1.486 -2.892 0.791 0.0688 0.0871 -0.0818
C 1.057 -2.342 2.126 -0.1434 -0.0973 0.0196
N 1.527 -1.001 2.430 0.2968 0.2780 -0.5323
C 1.204 -0.560 3.771 -0.0758 0.0337 0.0884
C 1.233 0.943 3.857 0.0191 -0.0355 0.0607
C 1.491 1.587 5.096 -0.0151 -0.0521 -0.0268
C 1.610 2.987 5.137 0.0072 0.0484 0.0118
C 1.346 3.719 4.024 0.0137 -0.0827 0.0428
C 0.850 3.052 2.791 0.0102 0.0307 0.0756
N 1.011 1.599 2.759 -0.0083 0.1684 -0.1923
C 0.883 -4.042 0.359 -0.1261 -0.0269 -0.0916
H 2.549 -4.610 -2.570 0.0051 0.0104 0.0043
H 1.354 -3.073 2.893 0.0721 0.0897 0.0592
H -0.036 -2.300 2.140 -0.0167 -0.0940 0.0045
H 2.520 -0.914 2.245 0.0479 -0.1312 -0.0042
H 1.846 -0.999 4.542 0.0423 -0.0077 -0.0202
H 0.182 -0.872 4.005 -0.0134 -0.0474 0.0073
H 1.667 0.981 5.973 0.0004 0.0323 -0.0056
H 1.913 3.476 6.053 -0.0083 -0.0244 -0.0114
H 1.399 4.800 4.034 0.0073 -0.0157 -0.0147
H -0.236 3.240 2.721 -0.0120 0.0308 -0.0128
H 0.100 -4.494 0.957 0.0208 0.0203 -0.0031
N -4.652 -4.723 -5.845 0.0584 0.0553 0.0727
C -4.043 -4.085 -5.108 -0.0293 -0.0229 -0.0392
C -3.280 -3.286 -4.184 -0.0122 0.0009 -0.0146
C -3.125 -1.921 -4.411 0.0122 -0.0138 0.0071
C -2.383 -1.158 -3.524 -0.0244 0.0072 -0.0201
C -1.806 -1.747 -2.404 0.0382 -0.0230 0.0852
C -1.972 -3.112 -2.179 -0.0096 0.0279 -0.0292
C -2.699 -3.884 -3.068 -0.0109 -0.0165 -0.0095
C -1.006 -0.946 -1.435 -0.0746 0.0425 0.0141
C -1.541 -0.803 -0.144 0.1333 -0.1943 -0.0462
C -2.797 -1.273 0.321 0.0114 -0.0278 0.0065
C -2.893 -0.912 1.648 -0.0213 -0.0431 0.0269
C -1.695 -0.235 1.952 -0.0533 0.1071 -0.1317
N -0.886 -0.170 0.897 -0.4452 0.2263 0.1117
C 0.189 -0.403 -1.896 0.0899 -0.1441 0.0510
C 0.719 -0.488 -3.218 0.0060 -0.0296 0.0007
C 1.892 0.222 -3.233 0.0233 0.0256 -0.0269
C 2.073 0.712 -1.919 -0.0654 -0.0501 -0.0036
N 1.081 0.339 -1.125 -0.1162 0.1893 -0.0794
H -3.583 -1.467 -5.280 0.0085 -0.0010 0.0147
H -2.253 -0.097 -3.699 -0.0138 -0.0255 0.0038
H -1.519 -3.569 -1.307 -0.0382 0.0238 -0.0302
H -2.822 -4.946 -2.902 0.0078 0.0293 -0.0027
H -3.531 -1.801 -0.267 0.0182 0.0191 0.0131
H -3.715 -1.094 2.322 0.0420 0.0156 -0.0312
H -1.419 0.227 2.890 -0.0218 0.0136 -0.0097
H 0.269 -1.020 -4.041 0.0122 0.0198 0.0363
H 2.563 0.370 -4.064 -0.0316 0.0048 0.0419
H 2.896 1.299 -1.536 -0.0039 0.0073 -0.0257
N 2.866 3.430 1.304 -0.1336 0.0369 -0.0363
C 1.441 3.589 1.450 0.0562 -0.0077 0.0171
N 0.740 2.803 0.449 0.0054 0.1313 -0.2331
C -0.224 3.468 -0.185 0.1432 0.0794 -0.0404
C -1.160 2.886 -1.074 0.0086 0.0162 0.0072
C -2.092 3.697 -1.662 -0.0317 -0.0005 -0.0111
C -2.126 5.078 -1.392 0.0100 0.0277 0.0143
C -1.230 5.668 -0.512 -0.0462 0.0278 -0.0319
C -0.281 4.866 0.095 0.0378 -0.0428 0.0068
S 0.958 5.347 1.212 -0.0970 -0.0040 -0.0259
H 3.108 2.463 1.116 0.0179 -0.0329 0.0130
H 3.375 3.742 2.123 -0.0024 0.0288 0.0059
H -1.121 1.821 -1.254 -0.0018 -0.0056 -0.0213
H -2.823 3.276 -2.340 0.0344 -0.0005 0.0189
H -2.874 5.693 -1.876 0.0204 -0.0117 0.0173
H -1.275 6.729 -0.307 0.0067 -0.0369 -0.0050
```
Forces are in eV/Å.


Record 3
The following is a quantum chemistry calculation of C36H27N6OPS3W as an isolated structure, from the Open Molecules 2025 dataset.

The HOMO-LUMO gap (spin up / spin down) comes out at 6.13 / 6.13 eV. Its relative energy (zero: lowest compared OMol25 entry of this formula, charge and spin) is 0.0 kcal per mole. The calculation puts the HOMO energy (spin up / spin down) at -7.50 / -7.57 eV. The molecular weight comes out at 870.67 g/mol.

Structure (XYZ):
```
75
Properties=species:S:1:pos:R:3:forces:R:3
W 0.325 0.143 0.080 -0.3043 -0.4861 -0.2877
N 3.224 0.805 3.461 -0.1028 -0.0296 -0.0096
C 2.522 0.667 2.307 0.7334 0.0902 0.1349
S 0.817 0.417 2.487 -0.2803 -0.0181 -0.2056
N 3.218 0.740 1.211 -0.6274 -0.0971 -0.2377
N 2.459 0.540 0.050 0.3599 0.0879 0.0882
C 3.187 0.543 -1.014 -0.1686 -0.0588 -0.2749
C 2.727 0.382 -2.393 0.3405 0.0829 0.4950
C 3.686 0.421 -3.407 0.0175 -0.0208 -0.2381
C 3.323 0.289 -4.735 -0.0631 0.0050 0.1338
C 1.980 0.118 -5.063 -0.0308 -0.0181 -0.0241
C 1.009 0.080 -4.077 0.1861 -0.0307 -0.1315
C 1.392 0.211 -2.752 -0.5463 -0.0474 0.2796
O 0.434 0.179 -1.797 0.3758 0.2457 0.1326
H 2.746 0.883 4.338 -0.0266 0.0102 0.0001
H 4.200 1.037 3.405 0.0054 0.0013 -0.0167
H 4.255 0.681 -0.865 -0.0331 0.0054 0.0032
H 4.727 0.555 -3.141 -0.0025 0.0011 0.0260
H 4.075 0.318 -5.511 0.0146 0.0008 -0.0077
H 1.689 0.010 -6.100 0.0009 0.0028 -0.0034
H -0.036 -0.061 -4.312 -0.0162 -0.0073 0.0277
N -8.211 6.106 -0.024 -0.0143 0.0275 0.0016
C -7.263 5.457 0.008 0.2519 -0.1966 -0.0325
C -6.075 4.631 0.051 -0.3355 0.2235 0.0534
C -5.222 4.579 -1.046 0.0830 -0.0208 -0.0723
C -4.083 3.794 -0.988 -0.0793 -0.0036 -0.0096
C -3.801 3.049 0.152 0.2204 -0.1250 0.0640
C -4.663 3.103 1.244 -0.0786 0.1043 -0.0044
C -5.797 3.897 1.199 0.0859 -0.0878 0.0359
C -2.569 2.205 0.213 -0.1763 0.0470 0.0032
C -2.748 0.839 0.388 -0.0298 -0.3191 -0.0607
C -3.983 0.143 0.456 -0.0174 0.2408 0.0064
C -3.715 -1.183 0.697 0.2847 -0.0626 0.0463
C -2.317 -1.286 0.755 -0.1640 -0.1591 -0.0626
N -1.718 -0.109 0.545 0.1569 0.3257 0.0447
C -1.344 2.871 0.129 0.1865 0.1318 -0.0335
C -1.134 4.269 0.177 -0.0968 0.0005 -0.0036
C 0.229 4.485 0.163 0.0309 -0.2239 0.0003
C 0.816 3.211 0.114 0.0818 0.0801 -0.0902
N -0.103 2.241 0.086 -0.2265 0.0100 0.1247
H -5.452 5.148 -1.935 -0.0045 0.0059 0.0079
H -3.414 3.744 -1.837 0.0212 0.0079 -0.0041
H -4.436 2.533 2.135 0.0158 -0.0121 0.0011
H -6.465 3.949 2.048 -0.0006 0.0116 -0.0024
H -4.954 0.592 0.329 -0.0082 0.0109 0.0002
H -4.408 -1.999 0.800 -0.0233 -0.0020 0.0002
H -1.735 -2.172 0.932 -0.1168 0.1055 -0.0631
H -1.909 5.014 0.247 -0.0279 0.0261 -0.0149
H 0.752 5.425 0.196 -0.0039 0.0155 0.0028
H 1.867 2.967 0.097 -0.0126 0.0288 0.0115
S -1.423 -3.501 -1.731 0.0473 0.1383 0.0691
P 0.027 -3.756 -0.443 -0.1310 -0.0047 -0.2412
S 1.182 -2.145 0.152 0.1145 0.1854 0.0544
C -0.563 -4.516 1.099 -0.0512 -0.1203 0.1517
C -0.652 -3.807 2.292 0.1118 -0.0799 0.0703
C -1.173 -4.413 3.429 0.0096 0.0186 -0.0077
C -1.598 -5.731 3.383 -0.0026 -0.0355 -0.0431
C -1.507 -6.447 2.194 -0.0030 0.0414 0.0578
C -0.997 -5.842 1.059 -0.0277 -0.0001 -0.0682
C 1.283 -4.926 -1.043 0.1011 -0.0815 0.0608
C 2.368 -5.265 -0.234 -0.0415 0.0281 0.0547
C 3.316 -6.167 -0.682 -0.0083 -0.0224 -0.0616
C 3.190 -6.737 -1.945 0.0291 0.0009 0.0444
C 2.115 -6.403 -2.751 -0.0348 0.0307 0.0090
C 1.159 -5.499 -2.301 0.0179 0.0015 -0.0265
H -0.296 -2.784 2.338 0.0607 -0.0499 0.0546
H -1.238 -3.853 4.353 0.0034 0.0112 0.0029
H -1.996 -6.204 4.271 -0.0067 -0.0011 0.0053
H -1.836 -7.477 2.154 0.0024 -0.0096 -0.0024
H -0.939 -6.400 0.132 0.0114 0.0175 -0.0130
H 2.471 -4.820 0.749 -0.0166 0.0156 0.0056
H 4.155 -6.428 -0.050 0.0038 0.0035 0.0061
H 3.933 -7.442 -2.296 -0.0016 -0.0014 -0.0004
H 2.015 -6.847 -3.733 -0.0099 0.0056 -0.0074
H 0.313 -5.228 -2.919 -0.0128 -0.0023 -0.0096
```
Forces are in eV/Å.